# 1
{
  "formula": "C18H16Cl2N4O2",
  "method": "the ωB97M-V functional and the def2-TZVPD basis",
  "symbols": ["C", "C", "C", "N", "C", "O", "N", "C", "C", "C", "C", "C", "Cl", "C", "Cl", "C", "O", "N", "C", "C", "C", "C", "C", "C", "N", "C", "H", "H", "H", "H", "H", "H", "H", "H", "H", "H", "H", "H", "H", "H", "H", "H"],
  "coordinates": [[-1.70869, -1.00193, 2.32552], [-0.65802, -1.01088, 1.27763], [-0.53956, -1.81409, 0.18306], [-1.40445, -2.83071, -0.23037], [-2.75408, -2.73697, -0.39496], [-3.47321, -3.70743, -0.46661], [-3.28079, -1.44964, -0.41447], [-2.69873, -0.29440, -0.90276], [-1.72068, -0.32054, -1.89897], [-1.12224, 0.84611, -2.33004], [-1.49167, 2.07046, -1.80016], [-2.49744, 2.11849, -0.84740], [-2.98575, 3.64198, -0.19302], [-3.10380, 0.94997, -0.40399], [-4.37221, 1.02586, 0.77552], [0.66774, -1.43861, -0.53599], [1.17339, -1.91677, -1.53295], [1.17883, -0.37538, 0.19735], [2.46976, 0.15281, 0.06364], [2.96173, 0.42700, -1.20816], [4.24153, 0.92941, -1.35170], [5.02830, 1.17645, -0.23872], [4.53808, 0.89798, 1.02606], [3.26622, 0.37899, 1.18327], [0.41414, -0.15125, 1.33974], [0.23858, 1.21794, 1.77452], [-1.25455, -0.95034, 3.31325], [-2.29977, -1.91108, 2.25486], [-2.37398, -0.14741, 2.20904], [-0.99981, -3.73510, -0.43021], [-4.25986, -1.39623, -0.16618], [-1.43742, -1.26447, -2.33554], [-0.36092, 0.80035, -3.09203], [-1.02256, 2.98415, -2.12595], [2.34605, 0.22198, -2.06771], [4.62447, 1.13484, -2.33983], [6.02398, 1.57627, -0.35609], [5.15243, 1.07358, 1.89665], [2.89697, 0.12824, 2.16672], [-0.49414, 1.74539, 1.15479], [-0.09938, 1.21614, 2.80846], [1.19152, 1.73885, 1.71374]],
  "forces_ev_per_angstrom": [[0.080, 0.086, -0.064], [0.384, -0.559, -0.244], [0.126, 0.320, 0.570], [0.595, -0.106, -0.067], [-0.226, 0.064, -0.045], [-0.156, -0.198, -0.005], [-0.396, -0.096, 0.208], [0.153, 0.550, -0.348], [-0.277, 0.106, -0.032], [-0.088, -0.011, 0.099], [-0.092, 0.063, 0.092], [0.092, 0.003, -0.082], [0.071, 0.079, -0.056], [-0.036, -0.103, 0.061], [-0.027, -0.086, -0.038], [-0.315, 0.110, 0.205], [0.077, -0.196, -0.256], [-0.344, 0.066, -0.193], [0.444, 0.105, 0.110], [-0.129, -0.034, 0.041], [0.023, 0.022, 0.035], [0.092, 0.016, 0.005], [0.044, 0.050, -0.006], [-0.109, -0.093, -0.049], [0.142, -0.424, 0.286], [-0.158, 0.350, -0.165], [0.021, -0.005, 0.068], [-0.034, -0.017, 0.016], [-0.082, 0.026, 0.023], [-0.199, 0.038, 0.026], [0.138, -0.161, -0.074], [0.069, -0.118, -0.010], [0.105, -0.019, -0.083], [0.018, 0.113, -0.026], [-0.066, -0.013, -0.078], [0.021, 0.013, -0.090], [0.085, 0.034, -0.014], [0.045, 0.014, 0.068], [-0.061, -0.019, 0.065], [0.013, 0.049, -0.021], [0.023, -0.003, -0.001], [-0.063, -0.017, 0.072]],
  "lumo_energy_ev": 0.44,
  "e_tot_ha": -1985.44910,
  "smiles": "Cc1c(NC(=O)Nc2cccc(Cl)c2Cl)c(=O)n(-c2ccccc2)n1C",
  "e_above_lowest_ev": 0.000,
  "homo_ev": -8.30,
  "homo_lumo_gap_ha": 0.3213
}

***

# 2
{
  "formula": "C5H6O2",
  "method": "the ωB97M-V functional and the def2-TZVPD basis",
  "symbols": ["C", "C", "C", "C", "O", "C", "O", "H", "H", "H", "H", "H", "H"],
  "coordinates": [[0.94567, -1.72881, 1.20333], [0.29887, -0.84686, 0.70474], [-0.27963, 0.46105, 0.37353], [0.84847, 1.42717, 0.02518], [-1.25455, 0.46610, -0.69110], [-1.49872, -0.71234, -1.30612], [-2.27574, -0.85287, -2.20490], [1.53372, -2.47885, 1.67676], [-0.80202, 0.78835, 1.27900], [1.43969, 1.03324, -0.80698], [1.52258, 1.57619, 0.87667], [0.41353, 2.38620, -0.25730], [-0.89186, -1.51857, -0.87281]],
  "forces_ev_per_angstrom": [[-0.180, 0.252, -0.135], [0.496, -0.202, 0.605], [0.095, 0.060, 0.095], [-0.009, 0.144, -0.082], [0.080, -0.235, -0.025], [-0.178, -0.200, -0.271], [0.290, 0.378, 0.431], [-0.079, -0.117, -0.123], [-0.049, 0.124, -0.228], [-0.151, 0.079, 0.074], [-0.253, -0.108, -0.115], [0.077, -0.010, -0.023], [-0.137, -0.167, -0.202]],
  "lumo_energy_ev": 0.81,
  "e_tot_ha": -344.52109,
  "smiles": "C#C[C@@H](C)OC=O",
  "e_above_lowest_ev": 2.199,
  "homo_ev": -10.28,
  "homo_lumo_gap_ha": 0.4074
}